Entry one
ORCA calculation (ωB97M-V/def2-TZVPD) on C16H26N4O2S as an isolated structure.

Computed properties:
* frontier orbital gap: 8.950 eV
* LUMO: 0.0064 Ha
* HOMO energy: -8.775 eV
* molecular weight: 338.477 Da

Each line ends with the Löwdin charge.
CARTESIAN COORDINATES (ANGSTROEM)
C 3.006 0.221 -5.776  -0.06
C 2.541 -0.200 -4.337  -0.27
H 2.796 -1.253 -4.203  0.12
H 3.012 0.408 -3.651  0.09
C 1.110 -0.004 -4.345  -0.21
C 0.713 -0.749 -3.036  -0.56
N 1.596 -1.279 -2.130  0.07
N 0.711 -1.502 -1.032  -0.05
C -0.559 -1.400 -1.103  -0.69
N -1.298 -1.731 0.042  0.14
C -2.819 -1.600 -0.053  -0.28
O -3.320 -0.992 -1.116  -0.05
C -3.267 -1.528 1.288  -0.28
H -3.016 -2.671 1.828  0.21
H -4.478 -1.749 1.067  0.20
C -3.061 -0.602 2.182  -0.17
C -1.509 -0.271 2.540  -0.47
O -0.872 -1.315 2.782  0.02
N -1.342 0.960 2.457  0.19
H -1.796 1.536 2.048  0.02
C 0.174 1.327 2.411  -0.28
C 0.831 1.048 1.008  -0.10
H 0.911 0.109 0.799  0.01
C 2.190 1.831 0.914  -0.25
C 2.856 1.936 2.015  -0.35
C 2.891 2.864 3.278  -0.28
C 1.830 2.727 4.048  -0.26
H 1.612 1.656 4.643  0.19
C 0.467 2.484 3.200  -0.20
H -0.396 2.633 4.001  0.15
H 0.194 3.415 2.560  0.14
H 1.570 3.555 4.701  0.11
H 3.763 2.781 3.903  0.12
H 2.997 3.921 2.728  0.17
H 3.102 0.831 2.441  0.18
H 3.976 1.821 1.755  0.14
H 1.853 3.230 0.780  0.22
H 2.718 1.441 0.073  0.11
H 0.070 1.642 0.362  0.15
H 0.595 0.278 2.993  0.20
H -3.443 0.323 1.867  0.11
H -3.600 -0.938 3.102  0.16
H -0.823 -2.116 0.782  0.08
S -0.956 -0.739 -2.566  1.13
H 0.488 -0.833 -5.217  0.22
H 0.691 0.880 -4.297  0.05
H 2.644 -0.287 -6.555  0.03
H 2.767 1.381 -5.852  0.13
H 3.919 0.299 -5.951  -0.03

Entry two
ORCA calculation (ωB97M-V/def2-TZVPD) on one molecule with the formula C16H26N4O2S.

Computed properties:
* frontier orbital gap: 9.645 eV
* SMILES: CC(C)c1nnc(NC(=O)CCC(=O)NC2CCCCCC2)s1
* LUMO: 0.0213 Ha
* HOMO energy: -9.064 eV
* molecular weight: 338.477 Da

Each line ends with the Löwdin charge.
CARTESIAN COORDINATES (ANGSTROEM)
C 7.773 -1.070 1.460  -0.08
H 7.045 -1.873 1.357  0.07
H 7.531 -0.492 2.349  0.08
H 8.759 -1.508 1.588  0.08
C 7.753 -0.175 0.219  -0.43
C 6.416 0.458 0.073  -0.56
N 6.202 1.722 0.129  0.00
N 4.929 2.073 -0.021  0.00
C 4.149 1.059 -0.197  -0.58
N 2.796 1.178 -0.374  0.11
C 1.978 0.098 -0.568  -0.49
O 2.409 -1.032 -0.597  0.01
C 0.515 0.454 -0.693  -0.09
H 0.388 1.365 -1.278  0.13
H 0.005 -0.369 -1.197  0.13
C -0.080 0.656 0.709  -0.09
C -1.553 1.034 0.574  -0.51
O -1.928 2.186 0.561  0.07
N -2.375 -0.023 0.432  0.09
H -1.996 -0.957 0.459  0.15
C -3.810 0.103 0.244  -0.31
C -4.522 -0.569 1.425  -0.15
C -6.005 -0.878 1.201  -0.20
H -6.109 -1.820 0.660  0.11
C -6.777 0.204 0.444  -0.20
H -6.393 1.192 0.702  0.12
H -7.822 0.168 0.760  0.11
C -6.744 0.004 -1.071  -0.21
C -5.401 0.315 -1.726  -0.20
C -4.217 -0.445 -1.130  -0.14
H -3.364 -0.323 -1.803  0.11
H -4.441 -1.510 -1.067  0.12
H -5.476 0.071 -2.788  0.11
H -5.200 1.386 -1.651  0.12
H -7.021 -1.030 -1.292  0.11
H -7.499 0.647 -1.528  0.11
H -6.459 -1.026 2.183  0.11
H -4.413 0.083 2.293  0.12
H -4.008 -1.507 1.656  0.11
H -3.998 1.181 0.261  0.14
H 0.034 -0.256 1.297  0.13
H 0.432 1.473 1.219  0.12
H 2.428 2.119 -0.353  0.16
S 4.953 -0.488 -0.192  1.14
C 8.095 -0.979 -1.037  -0.08
H 7.374 -1.781 -1.178  0.07
H 8.080 -0.338 -1.915  0.08
H 9.087 -1.414 -0.942  0.08
H 8.478 0.635 0.343  0.14

Computed relative energies in units of eV: entry one 15.589; entry two 0.000

Entry one
ORCA calculation (ωB97M-V/def2-TZVPD) on one molecule with the formula C24H30N2O4S.

Computed properties:
* frontier orbital gap: 8.857 eV
* SMILES: COc1ccc(N(CC(=O)NCCC2=CCCCC2)S(=O)(=O)c2ccc(C)cc2)cc1
* LUMO: 0.0156 Ha
* HOMO energy: -8.434 eV
* molecular weight: 442.581 Da

Each line ends with the Löwdin charge.
CARTESIAN COORDINATES (ANGSTROEM)
C 1.064 0.725 6.452  -0.09
H 0.769 0.529 7.482  0.09
O -0.129 0.718 5.708  -0.08
C -0.063 0.939 4.367  -0.27
C 1.108 1.171 3.653  -0.01
C 1.053 1.382 2.286  -0.02
C -0.156 1.350 1.604  -0.27
C -1.329 1.130 2.321  0.02
C -1.280 0.934 3.684  0.02
H -2.183 0.767 4.249  0.12
H -2.282 1.128 1.819  0.11
N -0.125 1.528 0.198  -0.17
S 0.274 0.131 -0.641  0.70
O -0.511 -0.990 -0.203  -0.26
O 0.230 0.470 -2.039  -0.28
C 1.975 -0.153 -0.186  -0.29
C 2.295 -1.159 0.704  -0.05
C 3.621 -1.366 1.042  -0.02
C 4.625 -0.576 0.492  -0.27
C 4.278 0.426 -0.412  -0.03
C 2.955 0.639 -0.754  -0.05
H 2.666 1.404 -1.456  0.12
H 5.052 1.039 -0.848  0.12
C 6.062 -0.812 0.840  -0.05
H 6.606 0.128 0.897  0.08
H 6.531 -1.423 0.069  0.09
H 6.153 -1.335 1.788  0.08
H 3.880 -2.149 1.739  0.12
H 1.500 -1.761 1.116  0.12
C -1.101 2.399 -0.440  -0.08
H -1.183 3.307 0.161  0.14
C -2.502 1.785 -0.598  -0.49
O -3.446 2.145 0.083  0.05
N -2.585 0.848 -1.549  0.08
H -1.755 0.544 -2.044  0.08
C -3.769 0.034 -1.730  -0.16
C -3.759 -0.593 -3.125  -0.14
C -2.510 -1.406 -3.341  -0.27
C -1.571 -1.027 -4.197  -0.07
C -0.287 -1.761 -4.430  -0.19
C -0.038 -2.814 -3.354  -0.20
C -1.322 -3.589 -3.087  -0.19
C -2.358 -2.639 -2.494  -0.15
H -2.026 -2.339 -1.496  0.10
H -3.324 -3.142 -2.391  0.12
H -1.697 -4.010 -4.024  0.12
H -1.134 -4.413 -2.395  0.11
H 0.764 -3.487 -3.667  0.11
H 0.270 -2.316 -2.433  0.09
H -0.321 -2.233 -5.419  0.11
H 0.531 -1.038 -4.439  0.10
H -1.709 -0.134 -4.794  0.11
H -3.819 0.198 -3.874  0.12
H -4.643 -1.228 -3.222  0.12
H -3.795 -0.751 -0.965  0.13
H -4.643 0.676 -1.589  0.12
H -0.699 2.639 -1.427  0.12
H 1.964 1.588 1.745  0.12
H 2.067 1.201 4.145  0.10
H 1.567 1.696 6.399  0.10
H 1.752 -0.059 6.118  0.09

Entry two
ORCA calculation (ωB97M-V/def2-TZVPD) on one molecule with the formula C24H30N2O4S.

Computed properties:
* frontier orbital gap: 8.320 eV
* SMILES: COc1ccc(CN(C[C@H]2CC[C@H](C(=O)O)CC2)C(=S)Nc2ccccc2OC)cc1
* LUMO: 0.0212 Ha
* HOMO energy: -7.742 eV
* molecular weight: 442.581 Da

Each line ends with the Löwdin charge.
CARTESIAN COORDINATES (ANGSTROEM)
C 5.038 -5.562 -2.827  -0.09
H 5.889 -4.935 -3.114  0.09
O 3.818 -5.001 -3.245  -0.09
C 3.457 -3.786 -2.745  -0.28
C 2.229 -3.289 -3.181  0.00
C 1.771 -2.069 -2.735  -0.03
C 2.521 -1.307 -1.844  -0.23
C 3.740 -1.806 -1.415  -0.06
C 4.213 -3.030 -1.856  -0.01
H 5.165 -3.383 -1.493  0.10
H 4.329 -1.238 -0.712  0.10
C 2.007 0.020 -1.340  -0.17
N 0.742 -0.120 -0.634  -0.11
C 0.757 -0.597 0.639  -0.73
S 2.190 -0.871 1.423  0.75
N -0.454 -0.809 1.216  0.09
C -0.800 -1.143 2.527  -0.17
C -0.022 -1.892 3.394  -0.05
C -0.483 -2.185 4.667  -0.09
C -1.726 -1.747 5.077  -0.09
C -2.527 -1.011 4.215  -0.03
C -2.075 -0.706 2.945  -0.20
O -2.785 0.016 2.008  -0.11
C -4.065 0.483 2.355  -0.08
H -4.744 -0.342 2.591  0.10
H -4.434 1.013 1.478  0.09
H -4.023 1.175 3.202  0.10
H -3.497 -0.678 4.550  0.10
H -2.087 -1.973 6.069  0.10
H 0.137 -2.764 5.335  0.10
H 0.946 -2.237 3.075  0.04
H -1.265 -0.483 0.710  0.10
C -0.478 0.228 -1.334  -0.13
H -1.208 -0.588 -1.261  0.13
H -0.232 0.337 -2.392  0.13
C -1.109 1.546 -0.844  -0.30
C -2.462 1.766 -1.520  -0.15
C -3.105 3.056 -1.025  -0.14
H -4.065 3.211 -1.521  0.13
H -3.293 2.993 0.049  0.12
C -2.192 4.252 -1.287  -0.24
C -2.788 5.517 -0.714  -0.52
O -3.523 5.580 0.234  0.12
O -2.373 6.605 -1.376  0.11
H -2.735 7.409 -0.971  0.13
C -0.825 4.030 -0.622  -0.13
C -0.192 2.736 -1.125  -0.15
H 0.768 2.588 -0.627  0.12
H -0.010 2.815 -2.200  0.13
H -0.961 3.973 0.460  0.14
H -0.170 4.875 -0.839  0.12
H -2.045 4.399 -2.360  0.16
H -3.125 0.924 -1.307  0.12
H -2.324 1.817 -2.603  0.13
H -1.269 1.499 0.237  0.14
H 1.856 0.710 -2.173  0.13
H 2.742 0.453 -0.655  0.08
H 0.815 -1.707 -3.085  0.11
H 1.651 -3.884 -3.871  0.12
H 5.056 -5.724 -1.744  0.10
H 5.111 -6.522 -3.336  0.09

Computed relative energies in units of eV: entry one 0.845; entry two 0.000

Entry one
ORCA calculation (ωB97M-V/def2-TZVPD) on an isolated ion of composition C5H11N2O2S and charge +1.

Computed properties:
* frontier orbital gap: 9.435 eV
* total charge: +1
* SMILES: CC1=C(O)S[C@](N)(O)[N@@H+]1C
* LUMO: -0.1126 Ha
* HOMO energy: -12.500 eV
* molecular weight: 163.222 Da

Each line ends with the Löwdin charge.
CARTESIAN COORDINATES (ANGSTROEM)
C -0.777 0.585 0.072  -0.30
C -0.010 1.668 -0.097  -0.64
C 1.633 -0.311 0.356  -0.71
C -2.255 0.536 0.034  -0.01
C -0.396 -1.558 -1.084  0.01
N 1.786 -0.352 1.690  0.11
N -0.056 -0.697 0.082  -0.05
O -0.460 2.911 -0.238  0.07
O 2.417 -1.087 -0.425  0.03
S 1.672 1.451 -0.307  1.13
H -2.496 0.696 -0.965  0.07
H -2.659 1.382 0.574  0.10
H -2.786 -0.376 0.379  0.11
H -1.283 -2.129 -0.905  0.10
H -0.652 -0.958 -1.876  0.08
H 0.484 -2.256 -1.371  0.14
H 2.253 -1.160 2.110  0.14
H 1.459 0.365 2.350  0.14
H -0.245 -1.243 1.053  0.24
H 0.218 3.572 -0.058  0.12
H 2.153 -1.040 -1.373  0.13

Entry two
ORCA calculation (ωB97M-V/def2-TZVPD) on C5H11N2O2S as an isolated structure.

Computed properties:
* frontier orbital gap: 9.245 eV
* total charge: +1
* LUMO: -0.1249 Ha
* HOMO energy: -12.645 eV
* molecular weight: 163.222 Da

Each line ends with the Löwdin charge.
CARTESIAN COORDINATES (ANGSTROEM)
C 1.405 -0.843 0.585  -0.23
C -0.262 -2.359 -0.162  -0.16
C -1.356 -1.274 -0.203  -0.09
C 0.154 0.587 0.378  -0.21
C 0.625 1.896 -0.035  -0.08
N 0.981 -1.933 0.337  0.01
N -0.776 -0.017 -0.636  0.06
O 3.772 0.695 0.907  -0.28
O 2.709 0.150 -1.231  -0.43
S 3.164 -0.502 -0.037  0.97
H -0.658 -3.196 0.459  0.15
H -0.036 -2.776 -1.164  0.15
H -2.171 -1.613 -0.709  0.11
H -1.515 -1.061 0.859  0.14
H -0.313 0.708 1.316  0.12
H 1.214 2.116 -0.957  0.11
H 1.095 2.208 0.825  0.07
H -0.332 2.547 -0.246  0.14
H 4.008 0.399 1.804  0.09
H -0.141 -0.108 -1.406  0.17
H -1.477 0.703 -1.012  0.22

Computed relative energies in units of eV: entry one 0.000; entry two 2.349

Entry one
ORCA calculation (ωB97M-V/def2-TZVPD) on one molecule with the formula C10H8O2.

Computed properties:
* frontier orbital gap: 8.767 eV
* SMILES: CC(=O)c1cc2ccccc2o1
* LUMO: 0.0091 Ha
* HOMO energy: -8.520 eV
* molecular weight: 160.172 Da

Each line ends with the Löwdin charge.
CARTESIAN COORDINATES (ANGSTROEM)
C 3.738 0.841 -0.124  0.00
C 2.655 -0.214 -0.113  -0.41
C 1.194 0.115 0.227  -0.15
C 0.455 1.309 0.237  0.07
C -0.937 0.896 0.177  -0.14
C -2.216 1.450 -0.078  -0.03
C -3.275 0.591 -0.260  -0.10
C -3.168 -0.835 -0.173  -0.05
C -1.877 -1.404 0.073  0.02
C -0.827 -0.499 0.152  -0.28
H 4.674 0.370 -0.249  0.06
H 3.496 1.701 -0.792  0.10
H 3.681 1.238 0.935  0.11
H 0.872 2.334 0.131  0.13
H -2.370 2.523 -0.290  0.12
H -4.228 0.963 -0.537  0.08
H -4.011 -1.511 -0.120  0.09
H -1.807 -2.471 0.316  0.12
O 2.771 -1.344 -0.367  0.15
O 0.383 -0.987 0.355  0.11

Entry two
ORCA calculation (ωB97M-V/def2-TZVPD) on one molecule with the formula C10H8O2.

Computed properties:
* frontier orbital gap: 8.805 eV
* SMILES: O=C=Cc1ccccc1/C=C/O
* LUMO: 0.0248 Ha
* HOMO energy: -8.130 eV
* molecular weight: 160.172 Da

Each line ends with the Löwdin charge.
CARTESIAN COORDINATES (ANGSTROEM)
C -0.399 2.459 -0.346  -0.09
C 0.985 2.471 -0.291  -0.09
C -1.087 1.280 -0.133  -0.04
C 1.668 1.312 0.029  -0.04
C -1.140 -1.165 0.288  -0.05
C 1.724 -1.084 0.668  -0.06
C -0.417 0.092 0.159  -0.19
C 0.982 0.131 0.285  -0.19
C -2.272 -1.421 -0.367  -0.18
C 2.766 -1.504 0.027  -0.18
O -3.001 -2.554 -0.299  0.02
O 3.693 -1.890 -0.560  0.19
H -0.938 3.368 -0.567  0.10
H 1.527 3.382 -0.497  0.10
H -2.166 1.281 -0.181  0.11
H 2.747 1.320 0.089  0.12
H -0.714 -1.928 0.926  0.10
H 1.365 -1.658 1.503  0.12
H -2.718 -0.722 -1.059  0.12
H -2.604 -3.172 0.327  0.11

Computed relative energies in units of eV: entry one 0.000; entry two 0.150